No. 1
Computed, not measured: a molecular structure, C18H26As2CdN2O, with wB97M-V/def2-TZVPD.

The geometry in XYZ format:
```
50
Properties=species:S:1:pos:R:3:nbo_charge:R:1
H 5.192 0.518 0.243 0.2642
C 0.969 1.074 3.252 0.2089
O 2.172 0.385 0.069 -0.7787
H 1.548 2.358 1.623 0.2141
C 2.001 1.865 2.484 -0.2648
H 1.234 4.467 -1.020 0.2614
H -1.976 3.725 -2.583 0.2526
C -4.608 3.291 1.816 -0.1738
Cd -0.030 0.472 0.278 1.5064
H 1.489 1.873 5.165 0.2454
H -0.329 5.303 -0.980 0.2542
C -4.244 2.046 1.323 -0.2279
H -1.658 1.990 -2.827 0.2355
C -1.230 2.938 -2.512 -0.9152
H -3.299 0.601 -2.465 0.2464
H -5.524 3.399 2.381 0.2440
H -2.011 5.110 0.664 0.2245
H -3.338 -2.106 0.904 0.2598
H -4.891 1.200 1.517 0.2214
N 3.113 1.043 2.015 -0.5716
C -2.628 4.242 0.847 -0.2039
C -3.071 1.882 0.590 -0.2601
C -3.667 -0.065 -1.691 -0.9059
C -3.798 4.390 1.580 -0.1656
H 0.457 4.800 0.540 0.2500
C -0.630 -0.595 3.210 0.0544
H -3.476 -0.840 2.146 0.2469
H 4.819 -0.864 1.276 0.2535
H 2.414 2.643 3.122 0.2462
H -4.691 0.198 -1.435 0.2510
H -4.075 5.366 1.958 0.2440
C 0.282 4.541 -0.501 -0.9294
H -0.384 3.170 -3.156 0.2591
As -2.641 0.092 -0.059 0.7663
N 0.198 0.226 2.549 -0.6070
C 0.869 1.168 4.627 -0.2251
H -0.107 0.401 6.381 0.2534
C 4.443 -0.246 0.461 -0.7149
C -0.017 0.341 5.304 -0.1017
C -0.763 -0.577 4.583 -0.2320
H 4.296 -0.857 -0.423 0.2634
C -2.255 3.000 0.343 -0.3955
C 3.153 0.409 0.839 0.7334
H -1.436 -1.266 5.073 0.2553
C -3.649 -1.082 1.102 -0.9344
H -3.619 -1.093 -2.039 0.2595
H 3.941 1.008 2.589 0.4262
H -1.196 -1.294 2.609 0.2077
H -4.706 -0.986 0.869 0.2534
As -0.608 2.840 -0.678 0.7449
```

The calculation puts the HOMO energy at -14.8428 eV. The net charge is +2. The relative energy (zero: lowest compared OMol25 entry of this formula, charge and spin) is 0.00 kJ/mol. As for the LUMO energy: -5.68 eV.

***

No. 2
Computed, not measured: C5H7IO in the gas phase in a non-equilibrium geometry, with wB97M-V/def2-TZVPD.

The geometry in XYZ format:
```
14
Properties=species:S:1:pos:R:3:nbo_charge:R:1
H 0.989 -2.219 0.386 0.1646
C -0.550 -0.673 -0.744 -0.3438
H -0.158 1.532 -1.066 0.2237
O -0.936 0.171 1.499 -0.4468
I -0.450 -3.754 -1.322 0.0479
H 1.040 0.291 1.423 0.1800
C 0.288 0.761 0.915 -0.0803
H -2.280 -1.060 0.745 0.1804
C 0.258 0.608 -0.655 -0.4397
H -1.131 -0.931 -1.545 0.2318
H 1.311 0.669 -0.994 0.2291
C -1.364 -0.541 0.502 0.0730
H 0.353 1.871 1.133 0.1917
C 0.614 -1.933 -0.618 -0.2115
```

The expectation value of S² is 2.01. The calculation puts the HOMO energy (spin up / spin down) at -6.5081 / -9.4835 eV. The relative energy (zero: lowest compared OMol25 entry of this formula, charge and spin) is 0.54 kJ/mol. Its multiplicity is 3. As for the LUMO energy (spin up / spin down): 0.35 / -1.16 eV.

***

No. 3
Computed, not measured: a molecular structure, C12H23N2O6Ti in a non-equilibrium geometry, with wB97M-V/def2-TZVPD.

The geometry in XYZ format:
```
44
Properties=species:S:1:pos:R:3:nbo_charge:R:1
C 3.318 -0.744 0.845 0.6838
O -2.480 0.836 2.767 -0.4889
H -1.308 4.830 -1.881 0.2182
C -1.085 3.947 -2.478 -0.7202
H -0.158 4.111 -3.028 0.2309
N 2.809 -1.187 2.016 -0.5896
O -0.069 3.032 -0.528 -0.7835
H -1.914 3.739 -3.146 0.2153
O -1.068 0.306 1.131 -0.6161
H -3.091 1.224 -0.286 0.2673
H 2.538 -4.402 -2.695 0.2065
C -2.049 0.892 1.495 0.8256
H 1.442 0.415 2.242 0.2470
C 2.349 -3.398 -2.317 -0.4173
C -3.781 1.448 2.911 -0.0669
C -4.169 1.981 1.514 -0.4425
C 1.695 -0.533 2.703 -0.4232
H 5.381 -0.654 0.530 0.2457
H -4.462 3.032 1.579 0.2186
H -4.448 0.635 3.188 0.1859
H -5.066 1.515 1.106 0.2157
C -2.944 1.770 0.641 -0.5405
H 4.814 -2.311 0.943 0.2074
C -1.106 -2.034 -1.594 -0.7178
H 2.973 -3.358 -1.412 0.1866
H 3.396 -1.806 2.548 0.3937
C -0.768 2.795 -1.546 0.7542
H -1.236 -1.274 -0.813 0.2689
O 0.948 -1.000 -2.206 -0.6888
H 2.655 -2.617 -3.004 0.2342
H 4.533 -1.649 -0.665 0.2407
H 1.919 -0.467 3.767 0.1995
O -1.140 1.620 -1.833 -0.7862
Ti 0.843 0.788 -0.614 0.8021
C 0.354 -2.040 -1.933 0.6940
H -2.374 2.671 0.423 0.2705
C 4.598 -1.398 0.392 -0.6995
H -1.424 -2.953 -1.094 0.2050
N 0.966 -3.244 -1.978 -0.5975
H -1.730 -1.748 -2.434 0.2528
H 0.816 -1.182 2.641 0.2111
H 0.368 -4.034 -1.820 0.3979
H -3.716 2.216 3.673 0.1922
O 2.871 0.230 0.245 -0.6929
```

The expectation value of S² is 3.75. The calculation puts the HOMO energy (spin up / spin down) at -3.7191 / -8.3777 eV. The relative energy (zero: lowest compared OMol25 entry of this formula, charge and spin) is 0.00 kJ/mol. Its multiplicity is 4. As for the LUMO energy (spin up / spin down): 0.55 / 0.46 eV.

***

No. 4
Computed, not measured: 11 unconnected molecules or ions with the total composition C27H43Br12F2N3O6 in a non-equilibrium geometry, with wB97M-V/def2-TZVPD.

The geometry in XYZ format:
```
93
Properties=species:S:1:pos:R:3:mulliken_charge:R:1
H -28.766 -21.833 6.885 0.2908
Br -25.952 -15.830 4.768 -0.2160
C -17.067 -22.061 5.015 -0.7129
H -29.307 -23.347 8.964 0.3723
C -19.214 -22.166 6.086 0.1605
H -25.430 -16.481 2.451 0.6015
H -27.939 -17.148 3.685 0.1947
C -28.239 -18.179 3.496 -0.6581
C -23.283 -17.267 6.925 -0.5953
Br -22.121 -13.341 9.927 0.0313
H -16.408 -22.030 4.160 0.4450
C -23.725 -19.587 6.413 -0.7773
C -18.077 -18.690 7.726 -0.0985
H -23.735 -15.235 9.574 0.0803
O -22.534 -20.194 12.635 -0.5137
O -26.399 -19.312 4.364 -0.2966
H -29.310 -18.346 3.602 0.2771
Br -26.359 -21.702 7.203 0.0465
F -22.250 -21.199 7.346 -0.4830
H -24.728 -17.589 3.522 -0.4715
C -22.616 -19.923 7.205 -0.7286
O -17.834 -18.454 10.047 -0.5589
C -18.137 -15.051 10.972 -0.7419
H -21.193 -12.378 5.393 0.5260
H -23.583 -16.233 6.852 0.5144
C -28.227 -21.856 7.833 -0.6473
C -21.851 -18.967 7.917 -0.8996
N -17.354 -18.864 9.003 0.9388
H -17.557 -13.265 10.053 0.3302
O -27.920 -18.665 5.751 -0.5258
C -18.460 -22.049 4.916 0.5804
C -23.643 -21.238 3.283 -0.1279
C -24.784 -16.517 3.329 0.1997
H -24.580 -21.785 3.390 0.3283
C -18.561 -22.512 7.294 -0.4605
H -27.813 -18.614 2.591 0.2280
H -21.599 -16.903 8.251 0.3864
C -23.373 -20.914 1.800 -0.6353
C -20.693 -14.041 6.633 -0.3418
C -23.458 -15.733 3.221 0.0177
H -23.283 -21.833 1.221 0.4561
C -25.059 -13.711 10.386 -0.5705
H -25.158 -13.008 11.213 0.4264
C -21.550 -13.404 5.489 -0.5165
H -23.025 -15.797 4.220 -0.3012
H -15.379 -22.554 6.151 0.3766
H -25.148 -13.122 9.473 0.3239
Br -16.079 -15.008 8.808 -0.1148
C -17.196 -22.670 7.377 -0.6067
O -16.362 -19.604 8.867 -0.5037
H -23.706 -20.287 3.812 -0.0833
C -22.171 -17.647 7.716 -0.2510
C -20.892 -18.669 11.964 -0.4812
Br -26.507 -15.036 10.336 -0.0922
H -22.414 -20.408 1.693 0.3825
Br -27.103 -23.468 10.004 -0.1459
H -24.223 -20.433 5.962 1.4008
H -21.416 -13.964 4.563 0.3659
H -17.345 -18.569 6.927 0.3208
H -18.737 -19.540 7.553 -0.0249
C -16.446 -22.401 6.218 -0.3592
Br -18.685 -13.558 6.422 -0.1372
H -23.711 -14.706 2.959 0.4018
H -17.791 -15.976 11.434 0.3767
H -23.533 -15.022 11.324 0.4517
H -20.345 -18.901 11.050 0.1637
H -20.293 -22.140 6.097 -0.0429
Br -23.470 -13.444 6.270 -0.1609
H -21.086 -17.599 11.887 0.1569
H -19.159 -22.829 8.136 0.4051
Br -24.738 -19.663 0.984 -0.1915
C -28.338 -23.304 8.466 -0.5795
Br -22.142 -16.461 1.971 -0.1358
N -27.456 -18.783 4.622 0.8521
H -20.927 -13.513 7.557 -0.0284
H -28.038 -24.119 7.807 0.3566
H -20.818 -15.123 6.674 0.3267
Br -22.265 -22.492 4.056 -0.1273
Br -19.539 -15.565 9.619 0.3914
O -23.069 -18.831 10.969 -0.4816
H -16.660 -22.874 8.292 0.4363
H -28.526 -20.958 8.374 0.4037
H -18.591 -17.733 7.816 -0.0570
C -17.043 -14.173 10.368 -0.6508
H -16.270 -13.811 11.045 0.4681
H -21.053 -19.312 8.558 1.0029
C -24.017 -18.292 6.324 0.1341
C -23.735 -14.507 10.385 -0.2356
N -22.272 -19.258 11.832 0.8632
H -18.674 -14.541 11.771 0.4712
H -24.865 -17.925 5.764 0.0295
F -19.160 -21.772 3.782 -0.2388
H -20.344 -18.993 12.848 0.3144
```

The expectation value of S² is 0.76. The calculation puts the HOMO energy (spin up / spin down) at -10.9228 / -10.9223 eV. The net charge is +1. Its multiplicity is 2. As for the LUMO energy (spin up / spin down): -3.45 / -8.91 eV.

***

no.,E (eV)
1,-150344.2070
2,-15441.2432
3,-51197.7016
4,-891377.4712